{
  "formula": "C18H28N3O2S",
  "method": "ωB97M-V/def2-TZVPD",
  "max_force_ev_per_a": 18.5,
  "homo_ev": -11.076,
  "total_charge": 1,
  "molar_mass_g_mol": 350.51,
  "total_energy_ha": -1414.89804,
  "species": ["C", "C", "C", "H", "H", "H", "H", "N", "H", "C", "C", "C", "C", "C", "N", "C", "O", "C", "C", "C", "C", "C", "C", "H", "H", "H", "H", "H", "H", "H", "H", "H", "H", "H", "H", "S", "C", "O", "N", "H", "H", "C", "C", "H", "H", "H", "H", "H", "H", "H", "H", "H"],
  "xyz": [[3.6053, 4.3796, 2.2067], [3.6470, 4.0437, 0.6273], [3.0895, 5.0712, -0.2655], [3.1259, 4.9813, -1.2916], [3.5995, 6.2983, -0.1862], [2.1280, 5.5310, 0.1537], [4.8370, 4.1577, 0.5871], [3.1937, 2.8211, 0.1519], [3.2690, 2.7721, -0.8426], [1.6739, 2.6551, 0.6194], [1.4265, 1.1738, 0.1660], [2.2048, 0.2505, -0.2224], [1.1879, -0.7705, -0.5566], [-0.0018, -0.7574, -0.3833], [-1.0425, -1.5164, -0.7623], [-2.2952, -1.1146, -0.3948], [-2.6888, 0.1020, -0.1674], [-3.3696, -2.1776, -0.6399], [-4.7334, -1.7546, -1.2376], [-5.7089, -2.7603, -1.1772], [-5.8819, -3.4408, -0.0634], [-4.4174, -4.1252, 0.5842], [-3.4443, -3.0945, 0.6242], [-2.4764, -3.4752, 1.0444], [-3.7285, -2.3823, 1.1060], [-4.2982, -4.8754, -0.3374], [-4.8024, -4.4849, 1.4154], [-6.2015, -2.9582, 0.7375], [-6.6067, -4.2319, 0.0232], [-6.7685, -2.2760, -1.4920], [-5.4143, -3.4855, -2.1548], [-5.0192, -0.8375, -0.5026], [-4.5992, -1.1382, -2.0786], [-3.0778, -2.8009, -1.5005], [-0.7268, -2.4458, -0.8183], [-0.3578, 0.7533, 0.0347], [1.7391, -2.2578, -1.0373], [0.9960, -3.2763, -0.6659], [3.1147, -2.4924, -1.1299], [3.4970, -3.4407, -1.3705], [3.6019, -1.7399, -1.1832], [3.7232, 0.3562, 0.2260], [3.9676, 1.7121, 0.8447], [4.9408, 1.9583, 0.7949], [3.7561, 1.5145, 1.7717], [3.8218, -0.5323, 0.4809], [3.8818, 0.4746, -0.9512], [0.9511, 3.4485, 0.1920], [1.6559, 2.6809, 1.5855], [4.1732, 3.6363, 2.7934], [4.2341, 5.2723, 2.2956], [2.6191, 4.5985, 2.3470]],
  "forces_ev_per_angstrom": [[2.48, -0.76, -2.88], [6.08, 4.25, 2.01], [-0.69, 7.54, 3.27], [-0.27, -0.89, -2.18], [-0.55, -3.93, 0.08], [0.52, -1.37, -1.08], [-2.20, -1.04, -0.96], [-2.33, -3.07, 3.65], [-0.05, -0.34, -0.94], [0.30, -2.08, -7.22], [-6.40, 6.23, 1.22], [-0.08, -2.32, 1.39], [16.28, -7.83, -4.17], [-8.79, 1.72, 0.26], [-0.88, 0.48, 1.11], [-4.38, 2.60, -1.76], [2.56, -4.60, -0.25], [1.14, -2.34, -2.10], [2.45, 6.12, 5.56], [-3.46, 0.91, -10.95], [2.67, -7.25, 6.21], [-3.61, -0.32, -8.63], [5.02, -4.77, -5.07], [-0.36, 0.64, -0.76], [-3.42, 7.57, 7.57], [0.44, 0.90, 2.54], [-0.88, -2.26, 4.06], [-1.26, 3.46, 3.52], [-0.17, -0.80, -1.13], [2.20, -1.01, 0.25], [-1.01, 1.25, 2.32], [0.02, -1.85, -1.06], [0.18, -0.09, -1.74], [1.11, -0.11, 0.23], [-0.32, -2.20, -0.31], [0.17, 7.05, 2.50], [-1.23, -3.41, 5.08], [2.17, 3.83, -2.80], [-5.44, -5.53, -0.43], [-0.79, 1.63, 0.48], [4.46, 5.40, -0.96], [-4.09, 7.65, -9.75], [-1.36, -1.92, -4.84], [3.43, 0.95, -0.37], [-1.91, 0.46, 5.63], [2.65, -7.57, 3.58], [1.86, -0.63, 2.13], [1.51, -1.45, 0.26], [0.31, 0.61, 5.83], [-1.08, 0.04, -0.08], [-0.47, 0.06, -0.10], [-2.54, 0.39, 1.76]],
  "mulliken_charge": [-1.531, 0.240, -1.560, 0.413, 0.330, 0.382, 0.334, 0.223, 0.430, -1.072, 0.993, -1.339, 0.254, 0.869, -0.128, 0.308, -0.710, 0.601, -1.323, 0.090, -1.308, -0.998, -1.091, 0.340, 0.777, 0.259, 0.515, 0.565, 0.397, 0.207, 0.144, 0.277, 0.535, 0.412, 0.445, -0.326, 0.236, -0.734, -0.327, 0.258, 0.172, -1.421, -1.214, 0.767, 0.470, 1.097, 0.395, 0.468, 0.587, 0.318, 0.482, 0.491]
}

{
  "formula": "C18H28N6STc",
  "method": "ωB97M-V/def2-TZVPD",
  "max_force_ev_per_a": 5.7,
  "de_lowest_kcal_mol": 79.94,
  "homo_ev": [-22.010, -21.880],
  "total_charge": 4,
  "molar_mass_g_mol": 458.53,
  "total_energy_ha": -1508.39061,
  "spin_multiplicity": 4,
  "species": ["Tc", "C", "C", "C", "C", "C", "C", "C", "C", "C", "C", "H", "H", "H", "H", "H", "H", "H", "H", "H", "H", "H", "H", "H", "H", "C", "C", "N", "N", "C", "S", "N", "N", "H", "H", "H", "H", "H", "H", "C", "C", "C", "C", "N", "N", "C", "H", "H", "H", "H", "H", "H", "H", "H"],
  "xyz": [[10.5575, 10.3324, 8.7471], [6.2345, 10.6681, 8.0586], [6.9014, 11.6537, 9.0599], [6.1114, 13.0087, 8.8842], [8.3379, 11.8548, 8.8611], [9.0231, 11.2741, 7.6902], [10.3283, 11.8481, 7.3756], [11.0762, 12.3659, 8.5022], [12.5321, 12.7025, 8.2928], [10.2922, 13.1551, 9.3918], [8.9757, 12.8798, 9.5460], [5.1882, 10.4569, 8.3250], [6.7424, 9.6893, 7.9948], [6.1882, 11.1145, 7.0521], [6.8195, 11.3888, 10.1107], [6.0961, 13.4158, 7.8596], [6.5753, 13.7230, 9.5933], [5.0388, 12.8973, 9.2116], [8.4662, 10.6259, 7.0538], [10.6442, 11.8362, 6.3591], [13.1652, 12.1715, 9.0059], [12.7774, 13.8064, 8.2421], [12.7561, 12.2598, 7.3071], [10.7503, 14.0916, 9.6222], [8.3636, 13.4521, 10.2121], [9.9743, 11.5753, 13.4753], [11.2694, 11.1036, 12.9247], [12.4823, 11.2855, 13.3373], [13.2998, 10.8383, 12.3217], [12.5796, 10.2392, 11.3278], [12.8902, 9.7537, 9.7040], [11.2885, 10.3508, 11.7466], [10.2110, 9.9407, 10.8942], [10.0267, 12.3779, 14.1942], [9.3770, 10.7595, 13.9299], [9.3002, 11.9567, 12.7182], [14.3272, 10.9835, 12.3905], [10.0709, 8.9040, 11.1098], [9.3487, 10.3925, 11.2541], [9.4632, 5.5738, 6.5037], [10.2612, 6.8043, 6.7184], [11.5587, 7.0500, 6.2732], [11.8036, 8.4112, 6.6045], [10.8208, 8.8392, 7.4224], [9.7859, 7.9063, 7.3228], [12.8681, 9.3562, 6.2060], [10.1590, 4.6981, 6.5719], [8.8730, 5.4947, 5.5600], [8.7083, 5.4430, 7.2757], [12.1862, 6.3931, 5.7006], [9.0311, 7.9716, 7.9798], [13.5686, 9.4691, 7.0762], [12.5131, 10.3795, 6.0175], [13.3909, 8.8793, 5.3575]],
  "forces_ev_per_angstrom": [[3.18, -4.42, 1.69], [0.09, -0.37, 0.32], [-1.22, -0.89, -1.35], [-0.21, 0.98, 1.25], [-0.59, -0.65, -2.83], [-0.02, 2.70, 0.89], [-2.09, -0.19, -0.08], [0.92, 1.74, -2.31], [0.40, 0.14, -1.13], [-0.22, -0.23, -0.50], [0.39, 0.43, 1.75], [0.42, 0.16, 0.15], [-0.17, 0.24, 0.03], [0.17, -0.12, 0.32], [-0.60, -0.23, 0.43], [0.34, -0.37, 0.37], [-0.67, 0.07, -0.65], [1.16, -0.29, -0.29], [-0.28, 0.02, -0.82], [0.83, -0.36, -0.61], [-0.02, 0.65, 0.01], [-0.49, -1.15, 0.21], [0.46, 0.42, 0.32], [0.27, 0.47, 1.24], [-0.13, 0.54, 0.22], [-0.74, -0.85, 0.61], [-1.21, -0.49, 0.16], [0.75, 0.41, -1.09], [-1.06, -0.98, -0.65], [0.26, 1.28, 0.90], [-0.59, -0.03, -0.08], [0.59, 0.57, -0.30], [-0.76, -1.12, 2.11], [0.56, 0.09, 0.38], [0.58, 0.17, 0.10], [0.09, 0.24, -0.71], [-0.78, -0.30, 0.02], [0.10, 1.28, -0.35], [0.53, -0.18, 0.09], [0.05, -1.07, 0.32], [-0.62, -1.05, -0.78], [0.00, 2.52, 0.25], [0.43, -1.31, -0.33], [-1.57, 1.05, 0.39], [0.74, 0.32, 0.48], [1.11, -0.48, 0.79], [-0.63, 0.68, -0.26], [0.81, 0.44, 0.29], [-0.03, 0.04, 0.25], [0.07, -0.08, -0.18], [-0.47, -0.42, 0.00], [-0.11, -0.27, -0.90], [-0.08, -0.55, -0.46], [0.06, 0.81, 0.34]],
  "lowdin_spin": [2.088, 0.001, -0.003, -0.007, 0.005, 0.082, 0.044, -0.011, -0.005, 0.053, 0.022, 0.000, 0.000, 0.000, -0.001, 0.000, 0.000, -0.001, 0.010, 0.011, 0.000, -0.006, 0.000, 0.003, 0.001, 0.003, 0.019, 0.034, 0.052, 0.004, 0.273, 0.018, 0.058, 0.000, 0.001, 0.001, 0.000, 0.002, 0.004, 0.013, 0.061, 0.042, 0.011, 0.085, 0.012, 0.004, 0.002, 0.006, 0.002, 0.001, 0.003, 0.000, 0.002, 0.000]
}

{
  "formula": "C18H28NO18S4",
  "method": "ωB97M-V/def2-TZVPD",
  "max_force_ev_per_a": 7.7,
  "de_lowest_kcal_mol": 176.34,
  "homo_ev": -3.265,
  "total_charge": -1,
  "molar_mass_g_mol": 674.68,
  "total_energy_ha": -3704.19897,
  "species": ["C", "C", "C", "C", "C", "C", "C", "C", "N", "C", "O", "O", "C", "H", "H", "H", "H", "H", "H", "H", "H", "H", "H", "H", "H", "C", "C", "O", "S", "O", "O", "O", "H", "H", "H", "H", "C", "C", "O", "S", "O", "O", "O", "H", "H", "H", "H", "C", "C", "O", "S", "O", "O", "O", "H", "H", "H", "H", "C", "C", "O", "S", "O", "O", "O", "H", "H", "H", "H"],
  "xyz": [[3.7984, -2.8135, 1.3992], [2.7238, -1.7021, 1.9075], [2.9157, -0.7140, 3.1351], [1.7880, 0.3008, 3.5827], [0.4176, 0.3605, 2.7887], [0.2544, -0.6318, 1.5607], [-1.1270, -0.6742, 0.7087], [-2.0656, -1.8978, 1.1615], [-1.7090, -3.2124, 0.5355], [-2.1486, -2.1314, 2.7552], [-1.2158, -2.6770, 3.4632], [-3.3370, -1.7644, 3.4443], [1.3679, -1.6333, 1.1194], [3.1651, -3.7551, 1.1462], [4.5018, -3.1332, 2.2505], [4.3389, -2.5360, 0.4269], [3.9109, -0.7657, 3.7177], [1.9204, 1.0289, 4.4627], [-0.4412, 1.0648, 3.0637], [-0.8039, -0.7359, -0.4064], [-1.6852, 0.3379, 0.8137], [-3.1320, -1.6395, 0.8132], [-0.6826, -3.3141, 0.4442], [-2.0352, -3.9454, 1.1839], [1.2082, -2.3444, 0.2409], [-7.8728, -2.9925, 1.9260], [-8.0721, -1.8070, 2.8604], [-6.7694, -1.2578, 3.0529], [-5.8925, -1.4773, 1.7014], [-5.9497, -0.2641, 0.9274], [-4.6585, -2.1149, 2.0605], [-6.8761, -2.5769, 0.9952], [-7.4911, -3.8626, 2.4684], [-8.7920, -3.2653, 1.4040], [-8.5101, -2.0992, 3.8155], [-8.6967, -1.0386, 2.3936], [-7.3132, 1.2532, -2.0756], [-6.4704, 0.3762, -2.9879], [-7.4079, -0.2650, -3.8545], [-8.6614, 0.7344, -4.1102], [-8.4495, 1.4129, -5.3562], [-9.8713, 0.0301, -3.8053], [-8.3513, 1.7778, -2.9069], [-7.7781, 0.6633, -1.2810], [-6.7339, 2.0641, -1.6328], [-5.8892, -0.3618, -2.4344], [-5.7979, 0.9797, -3.6051], [3.1818, 1.7491, -0.3204], [3.9839, 3.0247, -0.1123], [5.1416, 2.6182, 0.6174], [5.5413, 1.1066, 0.1796], [6.5796, 1.1907, -0.8087], [5.6480, 0.3025, 1.3601], [4.1519, 0.7305, -0.5678], [2.6265, 1.4787, 0.5832], [2.4902, 1.8290, -1.1600], [3.4260, 3.7810, 0.4403], [4.3161, 3.4436, -1.0672], [9.4741, 1.9134, -3.7154], [9.6556, 2.2375, -2.2404], [9.8957, 3.6451, -2.1965], [9.0801, 4.3581, -3.4055], [7.8485, 4.8684, -2.8782], [9.9967, 5.1634, -4.1567], [8.7485, 3.0170, -4.2584], [10.4385, 1.8544, -4.2285], [8.9247, 0.9836, -3.8686], [10.4868, 1.6912, -1.7938], [8.7412, 2.0329, -1.6761]],
  "forces_ev_per_angstrom": [[-1.45, -0.21, 0.62], [-2.64, 2.16, 0.52], [-2.65, -0.15, -1.73], [-1.09, -2.10, -3.33], [3.60, -3.09, -1.41], [1.78, 0.01, 1.04], [1.25, 0.25, 0.55], [-0.80, 0.32, 0.23], [0.48, 0.49, -0.01], [-2.57, 0.77, 5.97], [-1.65, 1.14, -3.46], [7.57, -0.25, -1.21], [0.99, 2.61, 3.55], [1.06, 1.55, 0.44], [-0.87, 0.75, -1.45], [-0.62, -0.09, 1.66], [-1.87, 0.18, -1.06], [-0.01, -1.45, -1.50], [1.49, -1.26, -0.37], [-0.75, -0.22, 1.76], [0.87, -1.81, 0.09], [2.00, -0.34, 0.54], [-0.94, 0.05, 0.49], [0.48, 0.52, -0.46], [0.18, 1.23, 1.35], [-0.05, -0.29, 0.27], [-0.28, 0.16, -0.32], [0.17, -0.42, -0.50], [1.62, -0.89, 0.12], [-0.11, -0.47, 0.28], [-4.72, 0.41, -3.07], [-0.79, 0.56, 0.16], [-0.06, 0.05, 0.04], [0.15, 0.09, -0.10], [0.28, 0.08, 0.01], [-0.08, -0.09, 0.01], [0.25, -0.51, 0.63], [0.52, 0.51, 0.12], [-1.01, 0.35, 0.08], [0.36, 0.00, 0.22], [-0.51, -0.48, 0.84], [0.79, 0.49, -0.55], [-0.05, -0.38, -0.99], [0.15, 0.03, -0.01], [-0.20, 0.02, -0.17], [-0.25, -0.08, -0.11], [-0.01, -0.01, 0.08], [-0.62, 0.30, 0.61], [-0.24, 0.12, -0.70], [0.17, -0.95, 0.12], [-0.84, 0.07, 0.28], [-0.44, -0.37, 0.68], [0.49, 0.69, -1.05], [1.18, 0.33, 0.02], [-0.02, -0.03, -0.04], [0.24, -0.19, -0.02], [0.22, -0.16, 0.16], [-0.06, 0.02, 0.04], [0.57, -0.33, 0.08], [-0.64, -0.56, 0.19], [-0.02, 0.47, -0.95], [-0.09, -0.20, 0.23], [0.96, -0.13, -0.66], [-0.76, -0.35, 0.65], [-0.05, 0.65, 0.62], [-0.04, -0.03, 0.03], [-0.14, 0.26, -0.04], [0.05, 0.30, -0.05], [0.07, -0.09, -0.06]],
  "mulliken_charge": [-1.141, 0.593, -0.442, -0.616, -0.438, 0.799, -1.333, 1.382, -0.789, -0.078, -0.653, -0.678, -0.533, 0.367, 0.313, 0.191, 0.245, 0.290, 0.320, 0.353, 0.347, -0.248, 0.291, 0.319, 0.273, -0.353, -0.326, -0.314, 1.022, -0.637, -0.368, -0.331, 0.277, 0.307, 0.306, 0.276, -0.178, -0.302, -0.320, 1.089, -0.541, -0.535, -0.329, 0.215, 0.315, 0.299, 0.282, 0.047, -0.341, -0.348, 0.997, -0.506, -0.511, -0.295, -0.016, 0.328, 0.329, 0.278, -0.363, 0.003, -0.317, 1.089, -0.516, -0.539, -0.312, 0.303, 0.319, 0.292, 0.092]
}